Entry 1:
The following is a quantum chemistry calculation of a molecular structure, C28H67O16V in a non-equilibrium geometry, from the Open Molecules 2025 dataset.

The geometry in XYZ format:
```
112
Properties=species:S:1:pos:R:3:forces:R:3:mulliken_spin:R:1
O 2.089189 -3.835024 1.598448 0.13 0.36 -0.14 -0.145
V 2.456050 -2.348973 1.262354 0.16 -0.18 0.24 1.103
C -0.030665 0.281249 -0.800501 -0.91 1.08 1.47 0.000
C 0.432086 -1.118569 -0.543051 0.84 -0.14 -1.43 0.017
O 1.178499 -1.175702 0.631625 1.03 -0.72 0.75 -0.009
H 0.782425 0.845283 -1.258270 -0.30 0.22 -0.12 0.001
H -0.241777 0.779935 0.226007 0.09 -0.60 -1.65 -0.002
H -0.962509 0.287677 -1.411564 0.90 0.19 0.28 0.000
H 1.056832 -1.404766 -1.434408 -0.59 -0.15 0.66 -0.001
H -0.389074 -1.799494 -0.460754 -0.61 -0.54 -0.09 -0.004
C 3.148916 -1.208408 3.988127 -1.82 -1.11 -0.70 -0.001
C 4.181631 -2.262084 3.670486 0.57 0.61 -0.48 0.002
O 4.442943 -2.093928 2.141873 -1.14 0.27 2.34 -0.004
O 1.998161 -1.634817 3.116832 1.68 0.73 0.82 0.007
H 3.440007 -0.169637 3.753178 -0.11 -0.60 0.08 -0.001
H 2.751455 -1.309368 5.020762 0.65 0.15 -0.50 0.000
H 3.770110 -3.289355 3.788715 0.46 0.77 0.11 0.002
H 5.082737 -2.030680 4.314147 -0.60 -0.62 -1.22 0.001
H 5.157464 -2.674193 1.903991 0.53 -0.47 -0.30 0.003
H 1.292557 -0.949555 3.118537 -0.46 0.37 0.06 0.002
C 3.646112 -4.139405 -0.960602 0.01 0.12 -1.08 0.006
C 3.441159 -4.089753 -2.525341 -0.07 -0.13 2.12 0.000
O 2.473485 -3.068009 -2.669619 0.09 0.42 -1.51 0.002
O 3.446966 -2.761293 -0.551320 -0.03 0.11 0.78 0.002
H 4.676870 -4.433527 -0.717138 -0.42 0.03 0.05 0.000
H 2.892353 -4.781546 -0.487985 0.34 0.27 -0.10 0.000
H 3.021385 -5.009908 -2.865764 -0.03 -0.78 -0.29 0.000
H 4.379185 -3.860080 -3.007146 0.21 0.16 -0.33 0.000
H 2.623613 -2.675553 -3.539617 -0.40 0.27 0.12 0.000
H 2.965564 -2.375583 -1.337823 0.00 -0.10 0.23 0.007
C -1.062001 -1.561092 3.346525 -0.27 -0.24 -1.95 0.001
C -2.551089 -1.388907 2.975750 1.08 -0.06 -0.22 0.000
O -3.044343 -2.613215 2.394792 -0.20 0.70 0.38 0.000
O -0.291957 -0.367707 3.140087 -0.26 -0.21 1.32 0.003
H -0.683852 -2.390266 2.705490 -0.03 0.39 0.48 0.000
H -0.875010 -1.744649 4.358164 -0.07 -0.79 1.54 -0.001
H -2.514133 -0.587293 2.249532 -0.45 0.23 -0.51 0.000
H -3.108843 -1.024351 3.828987 -0.42 -0.27 0.21 0.000
H -4.007672 -2.532197 2.276624 0.56 0.01 0.12 0.000
H -0.234507 -0.170634 2.223358 0.09 0.29 -1.65 0.001
C -3.599609 -1.435998 -1.706474 -0.43 0.99 -0.40 0.000
C -4.207804 -0.085825 -2.080011 -1.30 -0.83 2.33 0.000
O -3.328708 0.994158 -1.967420 0.65 0.36 0.83 0.000
O -2.969353 -1.247030 -0.451739 -0.44 0.72 -0.46 0.000
H -2.942127 -1.827168 -2.457438 0.97 0.02 -0.45 0.000
H -4.440919 -2.110449 -1.729746 -0.40 -0.58 0.64 0.000
H -5.126650 -0.032359 -1.385729 1.28 0.51 -0.49 0.000
H -4.692530 -0.139673 -3.029467 0.29 0.26 -1.08 0.000
H -2.894681 1.017700 -1.066446 -0.95 -0.34 -1.45 0.000
H -2.760750 -2.077054 -0.061901 0.26 -1.11 0.64 0.000
C -0.685076 4.960821 -3.348592 0.92 1.74 -2.52 0.000
C -0.071399 4.743412 -2.019003 -0.40 0.06 1.97 0.000
O -0.810762 3.700293 -1.423562 -1.01 -0.59 0.58 0.000
O -2.103312 5.272712 -3.334118 0.98 -1.31 0.81 0.000
H -0.545382 4.029639 -3.949832 -0.24 0.71 0.39 0.000
H -0.090124 5.800123 -3.846202 -0.87 -0.98 0.26 0.000
H -0.176838 5.564890 -1.288805 0.18 0.51 -0.78 0.000
H 1.004105 4.484469 -1.995929 -0.54 -0.08 -0.61 0.000
H -1.724705 4.067663 -1.423696 0.67 -0.72 0.08 0.000
H -2.305525 6.151707 -3.629150 0.33 0.60 -0.16 0.000
C -1.265081 -5.658775 0.153052 1.19 1.23 -1.32 0.000
C -1.815347 -5.296302 -1.266836 -0.20 1.19 1.66 0.000
C -0.571683 -4.757245 -1.989102 -0.26 0.65 -0.94 0.001
O 0.448260 -4.584496 -1.029027 0.64 -0.66 0.87 0.005
C 0.275037 -5.581385 -0.013625 -1.65 0.50 0.49 -0.001
H -1.595574 -6.581977 0.516048 -0.53 -1.42 0.54 0.000
H -1.523664 -4.876982 0.848239 -0.33 0.18 0.33 0.000
H -2.549354 -4.473639 -1.091586 0.39 -0.55 -0.47 0.000
H -2.358188 -6.110097 -1.711758 0.12 -0.35 -0.50 0.000
H -0.731047 -3.716695 -2.366005 0.00 -0.96 -0.22 0.000
H -0.236335 -5.437291 -2.810473 -0.21 0.48 0.45 0.000
H 0.697624 -5.260333 0.932359 0.29 0.20 -0.31 0.002
H 0.695529 -6.538037 -0.252292 0.39 -0.64 -0.65 0.000
C 3.787343 2.497172 1.389566 -0.43 0.14 0.73 0.000
C 2.865602 3.402869 2.248099 -0.33 -0.12 -0.41 0.000
C 1.933700 2.394934 2.917550 0.91 -0.45 2.92 0.000
O 2.185307 1.101694 2.381489 -0.69 -0.28 -0.40 -0.003
C 3.127969 1.124551 1.341009 1.28 0.03 -0.38 0.004
H 4.758628 2.408060 1.811759 0.85 0.12 0.62 0.000
H 3.932390 2.888019 0.418162 0.06 0.46 -1.08 0.000
H 2.230228 4.069249 1.624212 0.84 -0.09 0.41 0.000
H 3.490655 3.937701 2.997352 -0.81 -0.03 -0.65 0.000
H 0.863311 2.554176 2.957692 -0.21 0.44 -0.67 0.000
H 2.203226 2.335014 4.037598 -0.26 0.01 -1.36 0.000
H 2.753015 1.038018 0.291613 -0.38 -0.70 1.03 0.000
H 3.889968 0.319720 1.605811 -0.85 0.73 -0.83 0.000
C -0.972396 -0.054203 -5.769226 0.45 0.53 -0.58 0.000
C -0.734259 1.403716 -5.250975 -0.31 -1.00 1.07 0.000
C 0.590594 1.295097 -4.428001 -0.39 0.76 -0.98 0.000
O 0.834030 -0.059666 -4.230765 0.31 -1.10 -0.31 0.000
C 0.249266 -0.784658 -5.313032 -0.67 -0.69 1.80 0.000
H -1.063329 -0.258430 -6.857037 -0.27 0.79 0.56 0.000
H -1.790285 -0.528163 -5.266451 -0.83 0.17 0.12 0.000
H -1.564867 1.645166 -4.558082 0.43 0.19 -0.54 0.000
H -0.654705 2.118436 -6.039108 -0.08 0.56 -0.46 0.000
H 0.557247 1.763262 -3.469237 -0.46 0.31 0.82 0.000
H 1.433871 1.782467 -4.921141 0.10 -0.06 -0.53 0.000
H -0.083827 -1.714081 -4.877528 0.22 -0.64 0.16 0.000
H 0.881473 -1.030823 -6.115322 1.51 0.12 -0.99 0.000
C -2.819187 4.484824 4.410679 0.21 -0.15 0.44 0.000
C -3.318665 5.914764 4.722605 0.57 -0.42 -0.31 0.000
C -3.345940 6.537802 3.342005 0.43 -0.53 0.11 0.000
O -2.244513 5.975393 2.657960 0.11 -0.28 -0.38 0.000
C -2.087832 4.608683 3.044979 0.11 0.33 0.13 0.000
H -3.647031 3.764255 4.468924 0.16 0.19 -0.65 0.000
H -2.147943 4.143061 5.188624 0.32 0.01 0.15 0.000
H -2.628976 6.410685 5.412672 -0.13 0.11 -0.27 0.000
H -4.294648 5.888930 5.152864 -0.66 0.07 0.47 0.000
H -3.203427 7.581831 3.297258 0.21 1.32 0.26 0.000
H -4.276261 6.354448 2.827349 -0.54 -0.48 -0.26 0.000
H -0.975636 4.472765 3.063135 -0.99 -0.32 0.21 0.000
H -2.542413 3.939876 2.297762 0.22 0.12 0.07 0.000
```
Positions in Å, forces in eV/Å.

Results
- HOMO-LUMO gap (alpha / beta) (Eh) = 0.3221 / 0.3239
- HOMO energy (alpha / beta) (eV) = -11.03 / -11.03
- 2S+1 = 2
- molar mass (g/mol) = 710.77
- expectation value of S² = 0.76
- charge = +1

***

Entry 2:
The following is a quantum chemistry calculation of a molecular structure, C14H17NO5RuTe in a non-equilibrium geometry, from the Open Molecules 2025 dataset.

The geometry in XYZ format:
```
39
Properties=species:S:1:pos:R:3:forces:R:3:mulliken_spin:R:1
Ru 0.722237 1.258469 -0.768088 -0.17 1.87 0.30 3.990
O -1.522217 1.317611 -0.363365 0.13 -0.11 0.73 0.057
C -1.836823 1.890761 0.921334 -0.70 0.85 0.73 0.010
C -0.721639 2.822375 1.552567 0.90 -1.50 0.43 -0.019
N 0.334702 3.087743 0.561362 -0.30 0.28 0.85 0.014
C -0.134292 4.219409 -0.262131 -0.77 0.49 -1.03 0.025
C -0.644968 3.675720 -1.684048 0.91 0.73 1.12 0.014
O -1.622812 4.064329 -2.271188 0.74 -0.38 0.56 0.044
O 0.171111 2.690809 -2.035345 -1.02 0.17 -1.29 0.224
C 1.645082 3.409257 1.161294 0.38 -0.49 -0.41 0.020
C 2.770046 3.148315 0.133691 2.41 0.94 -0.39 0.005
O 3.844244 3.756918 0.134452 -3.19 -1.82 -0.10 0.059
O 2.449574 2.103245 -0.691882 1.90 1.71 1.53 0.317
H -1.761265 1.859183 -1.135185 -0.54 0.17 0.39 -0.008
H -1.973744 1.075954 1.630792 0.14 -0.29 -0.36 -0.009
H -2.820856 2.359755 0.883025 0.20 0.29 -0.25 0.003
H -0.235568 2.221873 2.361653 -0.48 0.54 -0.46 0.022
H -1.025330 3.788392 1.983552 -0.51 -0.57 -0.08 0.008
H 0.692198 4.943794 -0.301486 -0.35 -0.17 -0.76 -0.002
H -0.967260 4.732447 0.253487 0.33 -0.19 -0.39 0.003
H 1.893098 2.763184 2.001693 -0.28 -0.31 0.06 0.010
H 1.645545 4.408165 1.554032 0.27 0.65 -0.01 -0.003
C 1.795611 -2.794683 -0.443043 2.03 0.64 -0.56 0.073
Te 1.011304 -1.045218 -1.631129 -0.17 -4.58 -0.54 0.096
C -0.869634 -1.962989 -0.931474 -0.39 1.60 -0.36 0.028
C -0.669550 -3.351677 -0.544658 3.15 -3.14 0.64 0.011
C -1.693243 -4.302695 -0.332530 1.46 0.92 0.14 -0.001
C -1.407977 -5.582043 0.114965 0.85 -1.02 0.43 0.004
C -0.061949 -6.034895 0.274320 -1.57 0.94 -1.03 -0.001
C 0.976827 -5.165781 -0.078094 -0.17 0.48 0.81 0.006
C 0.742015 -3.807204 -0.372005 -3.90 -0.29 -0.18 -0.001
H 2.135062 -2.351095 0.478825 -0.50 0.19 0.64 -0.002
H 2.758047 -3.175569 -0.840359 -0.68 0.28 -0.46 0.001
H -1.585622 -1.823364 -1.728892 -0.22 -0.02 -0.19 -0.006
H -1.170164 -1.331524 -0.098184 -0.10 0.03 0.04 0.010
H -2.710557 -4.018229 -0.439970 -0.75 0.27 -0.20 0.000
H -2.267077 -6.242777 0.344149 0.79 0.35 -0.19 0.000
H 0.131310 -7.067325 0.557657 0.05 0.31 0.01 0.000
H 1.984528 -5.540630 0.050194 0.15 0.18 -0.19 0.000
```
Positions in Å, forces in eV/Å.

Results
- HOMO-LUMO gap (alpha / beta) (Eh) = 0.2867 / 0.2178
- HOMO energy (alpha / beta) (eV) = -11.81 / -11.98
- 2S+1 = 6
- molar mass (g/mol) = 507.96
- energy above the lowest of the compared OMol25 structures with the same formula, charge and spin (kJ/mol) = 0.0
- expectation value of S² = 8.77
- charge = +1

***

Entry 3:
The following is a quantum chemistry calculation of 3 unconnected molecules or ions with the total composition C4H16N2O2 in a non-equilibrium geometry, from the Open Molecules 2025 dataset.

The geometry in XYZ format:
```
24
Properties=species:S:1:pos:R:3:forces:R:3:mulliken_charge:R:1
C -1.318532 -0.960664 0.229679 0.61 0.20 0.56 -1.136
N -0.098122 -0.192728 0.030263 -0.12 -0.21 -1.18 0.070
C -0.270508 1.179783 0.466401 1.04 -0.03 0.71 -1.026
C 0.302312 -0.314411 -1.377591 0.34 -0.07 -0.59 -0.445
C 1.574418 0.443823 -1.783629 -0.10 -0.71 0.09 -0.805
N 2.791660 -0.098658 -1.216451 0.48 0.28 0.00 -0.530
H -1.360693 -1.209793 1.288660 -0.46 -0.15 0.08 0.293
H -2.181874 -0.389108 -0.088807 -0.51 0.17 -0.07 0.443
H -1.297324 -1.859982 -0.363394 0.09 -0.43 -0.02 0.371
H 0.535722 1.787587 0.066969 -0.37 0.24 -0.46 0.378
H -0.004997 1.231220 1.519466 -0.60 -0.06 0.49 0.265
H -1.264001 1.604961 0.298684 0.08 0.07 -0.21 0.314
H 0.564784 -1.356481 -1.576652 -0.22 -0.19 0.24 0.345
H -0.533525 -0.104194 -2.061482 -0.07 0.37 0.05 0.395
H 1.628252 0.425867 -2.878296 0.07 0.00 0.18 0.361
H 1.532060 1.476915 -1.489221 -0.14 0.55 -0.09 0.324
H 2.764770 -0.167950 -0.207250 -0.05 -0.13 -0.02 0.271
H 3.113089 -0.975882 -1.601235 -0.30 0.01 -0.03 0.237
O -3.957405 1.147157 1.722793 0.32 -0.41 0.32 -0.661
H -4.012544 0.787862 2.618035 -0.28 0.26 -0.02 0.295
H -3.217078 0.634619 1.376268 -0.05 0.16 -0.26 0.281
O 1.881928 -1.280714 1.616129 -0.28 0.03 -0.09 -0.746
H 1.701270 -0.752899 2.400646 0.11 -0.09 0.04 0.294
H 1.126338 -1.056330 1.010016 0.39 0.14 0.27 0.412
```
Positions in Å, forces in eV/Å.

Results
- HOMO-LUMO gap (Eh) = 0.3512
- HOMO energy (eV) = -8.95
- molar mass (g/mol) = 124.18
- structure (SMILES) = CN(C)CCN.O.O
- energy above the lowest of the compared OMol25 structures with the same formula, charge and spin (kJ/mol) = 86.5

***

Number 1: total energy -3254.54626 a.u.. Number 2: total energy -1337.13942 a.u.. Number 3: total energy -421.95846 a.u..